# 1
A molecular structure, C32H41F3N7OPrSSi2 at a distorted geometry, computed with wB97M-V/def2-TZVPD.

Element x y z (Å)
Pr  0.0202  0.0280  -0.1278
N  1.9223  -1.5391  3.9220
C  1.5125  -0.3695  4.4877
C  1.4988  0.0629  5.8027
C  1.0375  1.3436  6.0224
C  0.6203  2.1693  4.9694
C  0.6283  1.7467  3.6570
C  1.0651  0.4466  3.4049
N  1.1928  -0.2321  2.2282
C  1.7261  -1.4091  2.5728
C  2.0647  -2.4087  1.6165
C  2.8860  -3.5143  1.8055
S  3.0635  -4.3603  0.3295
C  1.9987  -3.2397  -0.4016
N  1.5561  -2.2624  0.3511
H  2.2733  -2.3509  4.3999
H  1.8375  -0.5581  6.6102
H  1.0119  1.7289  7.0303
H  0.2951  3.1715  5.1969
H  0.3361  2.4133  2.8602
H  3.4120  -3.8204  2.6856
H  1.7422  -3.3456  -1.4357
O  1.4611  2.0700  -0.4879
C  1.4039  2.8128  -1.7174
C  -0.0301  2.8961  -2.1661
C  -0.4250  3.8300  -3.1382
C  -1.7679  3.8998  -3.4970
C  -2.6627  3.0619  -2.8527
C  -2.1752  2.1709  -1.8940
N  -0.8751  2.0658  -1.5701
H  2.3487  2.1177  -0.1331
H  2.0107  2.3048  -2.4794
H  1.8088  3.8222  -1.5604
H  0.3032  4.4850  -3.5868
H  -2.1040  4.6041  -4.2400
H  -3.7160  3.0928  -3.0729
H  -2.8534  1.5153  -1.3585
N  -1.9917  -2.8552  0.1840
C  -2.5877  -3.7394  0.9964
C  -2.3881  -3.3005  2.2878
C  -1.6594  -2.1194  2.1491
N  -1.4085  -1.8496  0.8646
H  -1.9584  -2.8711  -0.8223
H  -3.0978  -4.5940  0.6027
H  -2.7246  -3.7674  3.1898
H  -1.2721  -1.4713  2.9145
C  -1.6799  -3.3892  -3.5445
Si  -1.4788  -1.4829  -3.2636
C  -1.5890  -0.6108  -4.9810
C  -3.0923  -0.9276  -2.3194
C  0.0911  -1.1697  -2.2644
Si  1.7133  -0.7899  -3.1598
C  2.4775  -2.3208  -4.0702
C  1.5324  0.6194  -4.4630
C  3.0487  -0.2141  -1.8713
H  -2.6641  -3.6417  -3.9200
H  -1.5133  -3.9952  -2.6551
H  -0.9633  -3.7458  -4.2713
H  -2.5578  -0.8321  -5.4194
H  -0.8423  -0.9595  -5.6825
H  -1.5076  0.4696  -4.9196
H  -3.8355  -1.7178  -2.3154
H  -3.5469  -0.0901  -2.8292
H  -2.9842  -0.6272  -1.2643
H  0.2518  -2.1432  -1.7861
H  1.7219  -2.9133  -4.5676
H  3.0359  -2.9844  -3.4156
H  3.1806  -2.0017  -4.8330
H  1.2518  0.2247  -5.4315
H  2.4788  1.1278  -4.6067
H  0.7834  1.3600  -4.2143
H  2.7062  -0.2032  -0.8146
H  3.4497  0.7629  -2.0944
H  3.8908  -0.8963  -1.8672
F  -4.9800  4.8276  2.9134
C  -4.0947  4.1817  3.7105
F  -4.7789  3.5096  4.6540
F  -3.3199  5.1076  4.3196
C  -3.2500  3.2504  2.8811
C  -2.2193  3.7674  2.1069
C  -1.4763  2.8875  1.3352
N  -1.6938  1.5685  1.2956
C  -2.6956  1.0896  2.0296
C  -3.5008  1.8847  2.8431
H  -1.9920  4.8208  2.1080
H  -0.6601  3.2518  0.7223
H  -2.8799  0.0265  1.9619
H  -4.2953  1.4418  3.4218

Calculated values
net charge = +2
multiplicity = 3
largest force on an atom = 0.0374 Eh/bohr
HOMO (alpha / beta) = -13.065 / -13.027 eV
E_LUMO (alpha / beta) = -5.24 / -5.23 eV

***

# 2
A molecular structure, C40H65N2O7PSi2Ti, computed with wB97M-V/def2-TZVPD.

Element x y z (Å)
Ti  -0.5163  0.2206  0.5984
C  -3.3722  1.9050  4.0846
N  -1.9497  2.2441  4.0815
C  -1.4750  3.0866  5.1838
C  -1.1339  1.7960  3.1536
O  -1.5292  1.0803  2.1957
C  0.3366  2.1883  3.2213
O  1.0756  1.5113  2.2277
C  2.0112  0.5530  2.6912
C  1.3616  -0.8227  2.7050
O  0.3395  -0.9786  1.9847
N  1.8666  -1.8030  3.4124
C  1.2359  -3.1252  3.4296
C  3.1069  -1.6501  4.1743
H  -3.9617  2.8123  3.9550
H  -3.6222  1.4481  5.0413
H  -3.5870  1.2108  3.2809
H  -2.3434  3.5123  5.6776
H  -0.8601  3.9067  4.8172
H  -0.9164  2.5028  5.9159
H  0.7326  1.9914  4.2208
H  0.4205  3.2644  3.0371
H  2.4073  0.8360  3.6678
H  2.8241  0.5445  1.9591
H  0.2709  -3.0834  2.9335
H  1.1057  -3.4315  4.4667
H  1.8827  -3.8401  2.9210
H  3.8168  -1.0212  3.6412
H  3.5512  -2.6355  4.2873
H  2.9129  -1.2411  5.1664
C  -4.2269  -1.6571  -3.8598
C  -4.7494  -2.0254  -2.6294
C  -3.9153  -2.1468  -1.5272
C  -2.5453  -1.9071  -1.6482
C  -2.0318  -1.5427  -2.8960
C  -2.8651  -1.4153  -3.9965
Si  -1.3890  -2.0542  -0.2052
C  -2.0558  -3.0041  1.2525
C  -2.7676  -2.3953  2.2893
C  -3.2252  -3.1293  3.3733
C  -2.9729  -4.4933  3.4401
C  -2.2699  -5.1177  2.4209
C  -1.8154  -4.3788  1.3370
H  -4.8784  -1.5724  -4.7198
H  -5.8076  -2.2288  -2.5301
H  -4.3308  -2.4462  -0.5719
H  -0.9661  -1.3760  -3.0098
H  -2.4563  -1.1468  -4.9623
H  -0.1120  -2.6694  -0.6442
H  -2.9669  -1.3278  2.2533
H  -3.7838  -2.6455  4.1643
H  -3.3318  -5.0705  4.2817
H  -2.0823  -6.1821  2.4660
H  -1.2712  -4.8819  0.5466
C  -2.2069  3.4015  0.0315
P  -2.2083  1.7343  -0.7038
C  -1.6811  2.0080  -2.4121
C  -3.9476  1.2474  -0.7495
C  -4.5017  0.6625  0.3884
C  -5.8377  0.3029  0.4136
C  -6.6308  0.5232  -0.7062
C  -6.0830  1.0923  -1.8445
C  -4.7431  1.4547  -1.8709
H  -2.6209  3.3556  1.0388
H  -2.8205  4.0683  -0.5754
H  -1.1893  3.7935  0.0748
H  -2.2292  2.8328  -2.8684
H  -1.8554  1.0929  -2.9766
H  -0.6112  2.2221  -2.4244
H  -3.8727  0.4747  1.2516
H  -6.2618  -0.1577  1.2963
H  -7.6760  0.2449  -0.6928
H  -6.6986  1.2545  -2.7191
H  -4.3283  1.8849  -2.7724
C  3.2587  -3.3417  -1.9630
C  3.5024  -2.0787  -1.1497
C  4.9069  -1.5447  -1.3882
C  3.2629  -2.3476  0.3310
O  2.5085  -1.1306  -1.5996
Si  2.2004  0.4387  -1.3764
O  0.7073  0.5009  -0.6075
O  2.0191  1.2686  -2.7377
C  2.1453  0.9736  -4.1580
C  3.5082  0.3554  -4.4285
C  1.9980  2.3086  -4.8627
C  1.0327  0.0124  -4.5516
O  3.2664  1.1182  -0.3515
C  3.7884  2.4750  -0.3178
C  2.6277  3.4606  -0.3877
C  4.5334  2.6039  1.0032
C  4.7397  2.6701  -1.4857
H  3.9549  -4.1276  -1.6710
H  3.3982  -3.1364  -3.0237
H  2.2390  -3.6992  -1.8143
H  5.6336  -2.2970  -1.0787
H  5.0863  -0.6342  -0.8180
H  5.0704  -1.3353  -2.4446
H  3.9076  -3.1548  0.6815
H  2.2209  -2.6344  0.4861
H  3.4860  -1.4481  0.9086
H  4.3122  0.9948  -4.0609
H  3.6430  0.2232  -5.5026
H  3.5843  -0.6199  -3.9538
H  2.7864  2.9952  -4.5545
H  1.0336  2.7600  -4.6268
H  2.0621  2.1744  -5.9419
H  1.1398  -0.9292  -4.0092
H  1.0773  -0.2014  -5.6198
H  0.0576  0.4455  -4.3279
H  1.9241  3.2675  0.4249
H  2.1045  3.3751  -1.3419
H  2.9965  4.4824  -0.2942
H  3.8453  2.5287  1.8466
H  5.0318  3.5709  1.0658
H  5.2901  1.8237  1.0894
H  4.2078  2.5918  -2.4329
H  5.5337  1.9229  -1.4621
H  5.1970  3.6579  -1.4287

Calculated values
net charge = +2
multiplicity = 1
largest force on an atom = 0.0117 Eh/bohr
HOMO = -12.899 eV
E_LUMO = -5.42 eV

***

# 3
2 unconnected molecules or ions with the total composition CHCl2NO at a distorted geometry, computed with wB97M-V/def2-TZVPD.

Element x y z (Å)
Cl  1.6488  -1.2540  0.1229
C  1.1041  0.3180  0.0493
N  1.0206  1.5449  0.2330
O  -0.0136  0.7227  -0.5701
Cl  -1.9100  -1.3199  0.0171
H  -1.8500  -0.0116  0.1478

Calculated values
net charge = 0
multiplicity = 1
largest force on an atom = 0.0516 Eh/bohr
structure (SMILES) = ClC1=NO1.Cl
HOMO = -10.075 eV
E_LUMO = 0.38 eV

***

# 4
A molecular structure, C27H43N6O2Tc at a distorted geometry, computed with wB97M-V/def2-TZVPD.

Element x y z (Å)
Tc  0.4630  -0.4783  -0.3288
N  -1.6954  0.3886  -0.4278
C  -1.8684  1.3305  0.6937
C  -3.2890  1.4031  1.2639
C  -4.3337  2.0504  0.3261
C  -4.9448  3.3628  0.8538
N  -4.2071  4.5546  0.4534
C  -4.6363  5.5556  -0.3242
N  -3.8753  6.6430  -0.4488
N  -5.7539  5.4786  -1.0374
C  -0.8863  0.9011  1.8515
O  -0.9690  1.4156  2.9281
O  -0.0205  0.0138  1.4874
H  -1.9551  0.8364  -1.3069
H  -2.3690  -0.3691  -0.3021
H  -1.5432  2.3290  0.3778
H  -3.2148  1.9532  2.2049
H  -3.6032  0.3909  1.5286
H  -5.1590  1.3509  0.1941
H  -3.9062  2.2278  -0.6647
H  -4.9828  3.3287  1.9446
H  -5.9718  3.4527  0.5007
H  -3.3563  4.7268  0.9703
H  -3.0821  6.8056  0.1469
H  -4.1740  7.4150  -1.0268
H  -6.3604  4.6756  -1.0100
H  -6.0714  6.2583  -1.5942
C  5.2352  -2.7576  -0.0944
C  5.4591  -1.7493  1.0418
C  5.4032  -2.3842  2.4609
C  4.7130  -0.4486  0.9165
C  5.3535  0.6693  1.4532
C  5.0382  1.9496  1.0524
C  4.1389  2.1261  -0.0039
C  3.3767  1.0767  -0.4755
C  2.4902  1.3674  -1.6812
C  2.1160  0.1599  -2.5498
C  1.2447  2.1620  -1.2534
C  3.5002  -0.1990  0.1632
N  2.4389  -1.0522  0.1348
C  2.4415  -2.2315  0.7480
C  1.3378  -3.0385  0.5417
C  1.1068  -4.4172  0.7778
C  -0.1247  -4.6987  0.2372
C  -0.6551  -3.4906  -0.2920
N  0.2405  -2.4972  -0.1242
C  -2.0451  -3.3002  -0.8012
C  -2.8252  -2.7510  0.4199
C  -2.0648  -2.3555  -2.0156
C  -2.7118  -4.6197  -1.2066
H  4.6955  -3.6502  0.2080
H  6.1992  -3.1093  -0.4572
H  4.7178  -2.3116  -0.9393
H  6.5058  -1.4259  0.9368
H  4.7225  -1.8535  3.1235
H  6.3879  -2.3747  2.9214
H  5.1057  -3.4287  2.4010
H  6.1740  0.5201  2.1372
H  5.5690  2.7982  1.4530
H  4.0492  3.1048  -0.4524
H  3.0962  2.0112  -2.3325
H  1.2263  -0.4368  -2.1792
H  2.9636  -0.5138  -2.6696
H  1.8274  0.5151  -3.5380
H  0.8326  1.7661  -0.3120
H  0.4927  2.1537  -2.0422
H  1.4988  3.2009  -1.0500
H  3.2564  -2.5713  1.3681
H  1.7828  -5.1031  1.2484
H  -0.6072  -5.6557  0.2177
H  -2.2883  -1.9534  0.9321
H  -2.9558  -3.5555  1.1399
H  -3.8150  -2.4242  0.1119
H  -1.2562  -1.6152  -1.9751
H  -3.0253  -1.8527  -2.1014
H  -1.9158  -2.9337  -2.9245
H  -2.8446  -5.2795  -0.3543
H  -2.1396  -5.1442  -1.9666
H  -3.6972  -4.3984  -1.6088

Calculated values
net charge = +3
multiplicity = 2
largest force on an atom = 0.0576 Eh/bohr
HOMO (alpha / beta) = -15.978 / -15.992 eV
E_LUMO (alpha / beta) = -11.17 / -11.08 eV

***

# 5
A molecular structure, C3H7IO6P2 at a distorted geometry, computed with wB97M-V/def2-TZVPD.

Element x y z (Å)
O  4.5949  0.6001  -1.2416
P  3.4862  0.4287  -0.3088
O  2.0593  1.0074  -0.9160
P  0.7808  0.2451  -0.3124
O  0.9313  0.0901  1.1307
O  0.7869  -1.1668  -1.0548
I  -0.0818  -1.2927  -2.8631
O  -0.4668  1.0589  -0.7945
C  -1.6017  1.1029  0.0988
C  -2.3364  -0.2080  0.0897
C  -1.9615  -1.1629  1.1530
O  -3.2253  -0.4021  1.1158
H  3.2346  -0.9062  0.0243
H  3.7121  1.1016  0.8960
H  -2.3000  1.8379  -0.2864
H  -1.3217  1.3072  1.1245
H  -2.5771  -0.6292  -0.8768
H  -1.5533  -0.8116  2.0830
H  -2.1607  -2.2003  0.9387

Calculated values
net charge = 0
multiplicity = 1
largest force on an atom = 0.0407 Eh/bohr
HOMO = -10.563 eV
E_LUMO = -1.87 eV

***

# 6
A single C3H7N3O2 molecule at a distorted geometry, computed with wB97M-V/def2-TZVPD.

Element x y z (Å)
N  1.1936  1.0007  0.8305
C  1.3231  -0.1905  0.0900
N  2.5577  -0.4819  -0.4399
C  0.2630  -0.9812  -0.2037
C  -1.1572  -0.6613  0.0495
O  -1.9892  -1.4921  0.2789
N  -1.4894  0.7248  0.1668
O  -1.0576  1.5736  -0.8351
H  1.9850  1.2370  1.4354
H  0.3647  0.8999  1.4641
H  2.7768  -1.4159  -0.8414
H  3.3204  0.1360  -0.2568
H  0.4324  -1.9715  -0.5874
H  -2.5051  0.7012  0.0260
H  -0.4059  2.0544  -0.3078

Calculated values
net charge = 0
multiplicity = 1
largest force on an atom = 0.0592 Eh/bohr
structure (SMILES) = NC(N)=CC(=O)NO
HOMO = -8.255 eV
E_LUMO = 0.57 eV

***

# 7
A gas-phase ion, C8H12N3 (charge +1) at a distorted geometry, computed with wB97M-V/def2-TZVPD.

Element x y z (Å)
C  -3.7775  0.2650  -0.2173
C  -2.7366  1.0669  -0.6662
C  -1.9384  -0.7526  0.2405
C  -0.9784  -1.6624  0.7641
C  0.3552  -1.5760  0.6948
C  0.7323  0.8232  0.0159
C  0.6575  1.5044  1.3092
C  1.2878  -1.0055  -1.4791
N  -3.2617  -0.8486  0.3313
N  -1.6159  0.3905  -0.3846
N  1.1438  -0.5664  -0.0690
H  -4.8340  0.4382  -0.2446
H  -2.7312  2.0162  -1.1578
H  -1.3905  -2.4954  1.3167
H  0.9834  -2.3319  1.1352
H  0.7986  1.3853  -0.8993
H  0.4045  0.8359  2.1294
H  -0.0773  2.3085  1.2676
H  1.6165  1.9884  1.5373
H  0.3246  -0.9230  -1.9782
H  2.0132  -0.3802  -1.9975
H  1.6157  -2.0434  -1.5129
H  2.0821  -0.6126  0.3573

Calculated values
net charge = +1
multiplicity = 1
largest force on an atom = 0.0751 Eh/bohr
HOMO (alpha / beta) = -11.665 / -11.665 eV
E_LUMO (alpha / beta) = -6.21 / -6.20 eV

***

# 8
A single C20H22N4O4S molecule at a distorted geometry, computed with wB97M-V/def2-TZVPD.

Element x y z (Å)
C  -4.5729  -0.7221  -2.3989
C  -4.1356  -0.1075  -1.0771
O  -3.1458  -0.9090  -0.4346
C  -1.8735  -0.7056  -0.7940
O  -1.5339  0.1248  -1.6039
C  -0.9297  -1.5762  -0.0521
C  -1.3555  -2.4048  0.9816
C  -0.4199  -3.1197  1.7064
C  0.9275  -3.0007  1.4215
C  1.3568  -2.1892  0.3733
N  2.7367  -2.0369  0.1834
C  3.3569  -1.3825  -0.8360
O  2.8511  -1.1446  -1.9093
C  4.7570  -0.9105  -0.4873
S  4.6558  0.9121  -0.2582
C  3.1286  0.9777  0.5932
N  2.8382  0.2903  1.6633
N  1.5552  0.5224  1.9483
C  1.0650  1.3548  1.0530
C  -0.3127  1.7712  1.0469
C  -0.9995  2.6775  0.1825
C  -2.2932  2.6694  0.5843
O  -2.4662  1.8332  1.6257
C  -1.2726  1.2875  1.9127
C  -1.1875  0.3350  3.0445
N  2.0477  1.6899  0.1595
C  2.0210  2.5308  -1.0114
C  1.3906  1.8164  -2.2027
C  0.4195  -1.4928  -0.3762
H  -5.3664  -0.1225  -2.8356
H  -4.9365  -1.7347  -2.2413
H  -3.7327  -0.7519  -3.0883
H  -3.7255  0.8944  -1.2428
H  -4.9658  -0.0586  -0.3692
H  -2.4057  -2.4720  1.2151
H  -0.7383  -3.7596  2.5154
H  1.6564  -3.5281  2.0193
H  3.2799  -2.2194  1.0165
H  5.1586  -1.3545  0.4215
H  5.4377  -1.0465  -1.3257
H  -0.6083  3.2499  -0.6302
H  -3.1558  3.1961  0.2275
H  -0.2609  -0.2250  2.9669
H  -1.1901  0.8764  3.9906
H  -2.0453  -0.3338  3.0318
H  1.4864  3.4513  -0.7652
H  3.0591  2.7901  -1.2404
H  0.3728  1.5014  -1.9835
H  1.3756  2.4858  -3.0584
H  1.9756  0.9366  -2.4629
H  0.7199  -0.8663  -1.1995

Calculated values
net charge = 0
multiplicity = 1
largest force on an atom = 0.0203 Eh/bohr
structure (SMILES) = CCOC(=O)c1cccc(NC(=O)CSc2nnc(-c3ccoc3C)n2CC)c1
HOMO = -7.968 eV
E_LUMO = 0.52 eV